Record 1
Below is 3 unconnected molecules or ions with the total composition C6H16NO3, with properties calculated with ωB97M-V with the def2-TZVPD basis set.

Output
Orbital gap in eV: 6.5
Energy relative to the best compared isomer or geometry (same formula, charge and spin) in kcal per mole: 35.9

Geometry as ORCA input:
```
! wB97M-V def2-TZVPD RIJCOSX def2/J DEFGRID3
* xyz -1 1
C 1.85104 0.51260 0.73984
O 2.92635 0.47484 1.42459
C 2.01898 1.26283 -0.63775
C 0.69862 1.48875 -1.37501
C -0.03774 0.21582 -1.55731
C -1.16827 -0.08764 -0.87657
N -1.97238 -1.24230 -0.98947
C -1.40913 -2.34330 -1.81654
H 1.01533 1.14584 1.30112
H 1.35119 -0.50715 0.58094
H 2.50045 2.20207 -0.45570
H 2.65775 0.63092 -1.26085
H 0.85834 1.96995 -2.35545
H 0.08334 2.16873 -0.82477
H 0.39671 -0.48882 -2.26075
H -1.54751 0.62714 -0.14019
H -2.22234 -1.52908 -0.08149
H -0.40112 -2.65678 -1.51719
H -2.10919 -3.20216 -1.76540
H -1.35000 -2.00185 -2.85852
H -0.55997 -1.66498 1.88069
H -1.40364 -0.35434 2.04326
O -1.49061 -1.34545 1.84407
H 0.07157 1.22330 1.88263
H -1.37667 1.94861 1.77830
O -0.92056 1.23190 2.24630
*
```

Löwdin population analysis, charges in e, atoms 1 to 6: -0.559 -0.281 -0.187 -0.255 -0.143 -0.180

Record 2
Below is 2 unconnected molecules or ions with the total composition C6H16NO3, with properties calculated with ωB97M-V with the def2-TZVPD basis set.

Output
Orbital gap in eV: 10.8
Energy relative to the best compared isomer or geometry (same formula, charge and spin) in kcal per mole: 98.1

Geometry as ORCA input:
```
! wB97M-V def2-TZVPD RIJCOSX def2/J DEFGRID3
* xyz 1 1
C 2.57338 0.07261 1.63700
C 1.36413 -2.19704 2.13254
C -1.66464 2.93799 -2.58189
C -1.57278 0.13209 0.16674
C -0.36952 -1.74058 -1.20634
C 1.51860 -0.90810 1.40663
N 0.75183 -0.48228 0.46360
O -0.85535 2.07008 -1.88881
O -2.01768 0.24436 1.41152
O -0.58287 -1.02249 0.09001
H 3.05719 -0.10309 2.57459
H 3.36945 0.05646 0.85089
H 2.06301 1.03081 1.60536
H 0.74326 -2.79380 1.46695
H 0.80912 -2.23616 3.17666
H 2.27741 -2.69192 2.37205
H -1.61845 2.70502 -3.60071
H -1.47115 3.95738 -2.30343
H -2.72732 2.90195 -2.15087
H 0.13901 2.17528 -2.13068
H -2.30039 -0.12582 -0.59083
H -0.98203 0.95183 -0.37103
H -0.19340 -2.83688 -0.95866
H 0.43583 -1.24776 -1.66710
H -1.36600 -1.64377 -1.80988
H -1.38065 0.79381 1.90569
*
```

Löwdin population analysis, charges in e, atoms 1 to 6: -0.010 0.009 -0.168 -0.201 0.069 -0.339

Record 3
Below is 3 unconnected molecules or ions with the total composition C6H16NO3, with properties calculated with ωB97M-V with the def2-TZVPD basis set.

Output
Orbital gap in eV: 10.1
Energy relative to the best compared isomer or geometry (same formula, charge and spin) in kcal per mole: 6.6

Geometry as ORCA input:
```
! wB97M-V def2-TZVPD RIJCOSX def2/J DEFGRID3
* xyz 1 1
O -2.87335 2.67143 0.33381
C -2.81595 1.66743 -0.31554
C -1.39383 1.11710 -0.68783
C -0.95744 0.02214 0.30650
C 0.52238 -0.24718 0.12580
C 1.35239 -0.00131 1.13512
C 2.85333 -0.07301 1.06030
N -0.49998 2.29363 -0.60131
H -3.64629 1.08956 -0.74045
H -1.43957 0.65011 -1.67955
H -1.18519 0.11949 1.36721
H -1.62969 -0.78984 0.00360
H 0.98444 -0.56670 -0.80362
H 0.97001 0.35496 2.08932
H 3.27997 -0.28931 0.08112
H 3.32862 0.83011 1.43355
H 3.21612 -0.85571 1.73379
H -0.37545 2.72125 -1.51235
H -0.77520 2.90098 0.17439
H 0.47323 1.99673 -0.43938
H 1.31834 -4.19205 0.92042
H 1.51878 -3.00645 1.83110
O 1.11469 -3.26089 0.98795
H -1.62024 -1.99400 -2.83293
H -0.73862 -1.75900 -1.56494
O -0.98151 -1.39946 -2.40608
*
```

Löwdin population analysis, charges in e, atoms 1 to 6: 0.098 -0.149 -0.242 -0.141 -0.152 -0.159

Record 4
Below is 2 unconnected molecules or ions with the total composition C6H16NO4, with properties calculated with ωB97M-V with the def2-TZVPD basis set.

Output
Orbital gap in eV: 10.8
Energy relative to the best compared isomer or geometry (same formula, charge and spin) in kcal per mole: 124.5

Geometry as ORCA input:
```
! wB97M-V def2-TZVPD RIJCOSX def2/J DEFGRID3
* xyz 1 1
C 1.63822 1.96909 0.37842
C 2.45506 -1.63412 0.42827
C -1.60737 -1.91951 -0.31936
C -2.49412 0.72757 1.24593
C -0.25807 0.72721 -2.16814
C 1.56653 0.52623 0.69151
N -0.43566 0.15589 0.11068
O 2.26084 -0.29210 0.00047
O -0.38307 -1.18860 -0.16986
O -1.07698 0.49494 1.26133
O -0.94000 0.91240 -0.93904
H 2.15987 2.47436 1.19127
H 0.64795 2.42077 0.32727
H 2.16902 2.14850 -0.55265
H 1.99698 -2.29607 -0.30542
H 2.01654 -1.80640 1.41086
H 3.52897 -1.81696 0.45554
H -1.31684 -2.83845 -0.82408
H -2.32304 -1.37419 -0.93487
H -2.02994 -2.16110 0.65691
H -2.67260 1.25233 2.18082
H -3.06327 -0.20222 1.23490
H -2.77922 1.36115 0.40726
H 0.81358 0.88843 -2.06296
H -0.68430 1.48549 -2.82214
H -0.44549 -0.26407 -2.58410
H 1.25641 0.24941 1.70119
*
```

Löwdin population analysis, charges in e, atoms 1 to 6: 0.016 0.002 -0.018 -0.014 -0.018 -0.146

Record 5
Below is 2 unconnected molecules or ions with the total composition C6H16NOP, with properties calculated with ωB97M-V with the def2-TZVPD basis set.

Output
Orbital gap (alpha / beta) in eV: 8.6 / 7.7
Energy relative to the best compared isomer or geometry (same formula, charge and spin) in kcal per mole: 78.9

Geometry as ORCA input:
```
! wB97M-V def2-TZVPD RIJCOSX def2/J DEFGRID3
* xyz 0 1
C -1.93802 -1.38502 1.63406
C -1.42783 0.98025 1.01201
C -2.17409 -0.71918 -0.94475
C 2.20894 1.91635 0.51507
C 2.78942 0.05073 -1.61305
C -1.28337 -0.49408 0.40848
N 0.10970 -0.90361 0.34447
O 0.86196 2.03979 -1.87612
P 1.45557 1.14566 -0.88652
H -1.70112 -2.46941 1.51740
H -1.74199 -1.17140 2.60620
H -3.05086 -1.34471 1.52334
H -2.00034 1.72731 0.48650
H -0.44479 1.30876 0.94111
H -1.75990 0.83893 2.04297
H -2.28076 -1.85547 -1.18883
H -3.15898 -0.36577 -0.74653
H -1.75075 -0.19054 -1.75330
H 3.18651 2.32157 0.34459
H 1.58127 2.79486 0.59929
H 2.09475 1.20730 1.43715
H 3.82488 0.44492 -1.42065
H 2.72073 -0.97316 -1.17515
H 2.62284 0.00347 -2.62676
H 0.30049 -1.61279 -0.43499
*
```

Löwdin population analysis, charges in e, atoms 1 to 6: -0.063 -0.039 -0.044 -0.242 -0.199 -0.604

Record 6
Below is 2 unconnected molecules or ions with the total composition C6H16NS, with properties calculated with ωB97M-V with the def2-TZVPD basis set.

Output
Orbital gap in eV: 6.6
Energy relative to the best compared isomer or geometry (same formula, charge and spin) in kcal per mole: 2.2

Geometry as ORCA input:
```
! wB97M-V def2-TZVPD RIJCOSX def2/J DEFGRID3
* xyz -1 1
C -0.01953 2.88430 0.52654
C -1.24941 2.53834 -0.32281
S -1.03730 0.98622 -1.26851
N 1.24546 2.84915 -0.21290
H 0.04742 2.16366 1.34552
H -0.12893 3.88603 0.95769
H -1.47803 3.38660 -0.98049
H -2.11423 2.41277 0.33555
H 1.28075 3.64521 -0.84028
H 1.16608 2.02050 -0.80871
C 2.01821 -1.44328 -0.23477
C 0.70539 -1.59311 0.51162
C -0.34995 -2.34567 -0.30552
C -1.70705 -2.33755 0.37946
H 2.31374 -2.39803 -0.68800
H 2.82206 -1.09658 0.41411
H 1.89678 -0.74380 -1.06230
H 0.28955 -0.59929 0.69259
H 0.81728 -2.08808 1.48355
H -0.00479 -3.38691 -0.36637
H -0.40234 -1.87524 -1.28633
H -1.60822 -2.69748 1.41022
H -2.48013 -2.87135 -0.16871
H -2.02282 -1.29645 0.48886
*
```

Löwdin population analysis, charges in e, atoms 1 to 6: -0.415 -0.738 0.244 -0.059 0.081 0.085

Record 7
Below is a gas-phase ion, C6H16NS (charge +1), with properties calculated with ωB97M-V with the def2-TZVPD basis set.

Output
Orbital gap in eV: 10.7
SMILES: CC[C@@](C)(S)[C@@H](C)[NH3+]
Energy relative to the best compared isomer or geometry (same formula, charge and spin) in kcal per mole: 42.4

Geometry as ORCA input:
```
! wB97M-V def2-TZVPD RIJCOSX def2/J DEFGRID3
* xyz 1 1
C 1.33943 -1.29985 -2.06194
C -2.08880 -0.39910 0.21075
C 0.51194 -0.23694 1.59573
C 1.39936 -1.11279 -0.56688
C -0.96912 0.48442 -0.42417
C 0.70874 0.08257 0.12937
N -1.18309 1.95314 -0.16037
S 1.83739 1.61836 0.07179
H 1.91350 -2.14622 -2.23828
H 0.29715 -1.46120 -2.38640
H 1.62627 -0.51526 -2.68758
H -2.33365 -0.00042 1.27249
H -1.79041 -1.41747 0.41098
H -2.97001 -0.30796 -0.43612
H -0.40391 -0.55658 1.80284
H 1.23584 -0.98368 1.85776
H 0.62930 0.60606 2.19372
H 2.36196 -1.12810 -0.15496
H 0.90548 -2.02765 -0.09170
H -0.96745 0.32427 -1.44658
H -1.53300 2.52341 -0.93268
H -0.12866 2.32724 0.06923
H -1.77669 2.26757 0.50481
H 1.93662 1.56758 -1.25015
*
```

Löwdin population analysis, charges in e, atoms 1 to 6: -0.076 -0.036 -0.107 -0.259 -0.219 -0.602

Record 8
Below is 2 unconnected molecules or ions with the total composition C6H16NS, with properties calculated with ωB97M-V with the def2-TZVPD basis set.

Output
Orbital gap (alpha / beta) in eV: 8.1 / 8.1
Energy relative to the best compared isomer or geometry (same formula, charge and spin) in kcal per mole: 12.0

Geometry as ORCA input:
```
! wB97M-V def2-TZVPD RIJCOSX def2/J DEFGRID3
* xyz 1 3
C 1.90557 -0.17138 0.29088
C 1.14792 2.19118 -0.16409
C -0.55601 -2.46565 0.08238
C -2.70159 0.59802 1.21675
C 0.67574 0.79017 0.29777
C -0.43011 0.10648 -0.50308
N 0.01378 -0.31004 -1.89785
S -2.28017 0.57718 -0.52828
H 2.71130 0.18446 -0.35524
H 2.19213 -0.24550 1.31618
H 1.65159 -1.15305 0.09633
H 1.73026 2.05844 -1.07178
H 0.23977 2.92827 -0.18127
H 1.73288 2.52218 0.64948
H -0.50332 -2.86333 1.13423
H 0.41726 -2.86963 -0.29603
H -1.49486 -2.42580 -0.38996
H -2.44988 1.48308 1.80741
H -2.32705 -0.36140 1.50266
H -3.81468 0.58882 1.37963
H 0.35616 1.01680 1.33726
H -0.80933 -0.78873 -2.33072
H 0.30517 0.48631 -2.45821
H 0.76401 -0.89773 -1.72015
*
```

Löwdin population analysis, charges in e, atoms 1 to 6: -0.045 -0.056 0.050 -0.390 -0.408 -0.458

Record 9
Below is 2 unconnected molecules or ions with the total composition C6H16O, with properties calculated with ωB97M-V with the def2-TZVPD basis set.

Output
Orbital gap in eV: 11.9
SMILES: CCCC(C)C.O
Energy relative to the best compared isomer or geometry (same formula, charge and spin) in kcal per mole: 5.4

Geometry as ORCA input:
```
! wB97M-V def2-TZVPD RIJCOSX def2/J DEFGRID3
* xyz 0 1
C -0.99446 -2.41114 2.19989
C -0.12025 -1.26700 1.64217
C -0.60186 -0.83778 0.27491
C -0.07889 0.49954 -0.23820
C 1.44977 0.49529 -0.14802
C -0.45069 0.64443 -1.72122
H -0.66810 -2.73874 3.18597
H -2.00834 -2.03659 2.34023
H -0.99482 -3.25847 1.51803
H 0.89038 -1.67796 1.56502
H -0.09691 -0.48286 2.39262
H -1.70099 -0.86941 0.19072
H -0.30780 -1.58629 -0.47941
H -0.49456 1.31813 0.35980
H 1.92332 0.64564 0.82677
H 1.84773 1.27101 -0.81155
H 1.82890 -0.42510 -0.61548
H -0.22370 1.66132 -2.01459
H 0.10876 -0.07065 -2.30162
H -1.49808 0.43313 -1.93888
H 0.01740 3.70139 -1.73051
H 1.40404 3.14062 -2.17087
O 0.76915 3.85150 -2.32578
*
```

Löwdin population analysis, charges in e, atoms 1 to 6: -0.116 -0.268 -0.235 -0.431 -0.085 -0.076

Record 10
Below is 2 unconnected molecules or ions with the total composition C6H16O2, with properties calculated with ωB97M-V with the def2-TZVPD basis set.

Output
Orbital gap in eV: 11.1
SMILES: CCCCCCO.O
Energy relative to the best compared isomer or geometry (same formula, charge and spin) in kcal per mole: 19.1

Geometry as ORCA input:
```
! wB97M-V def2-TZVPD RIJCOSX def2/J DEFGRID3
* xyz 0 1
C -0.51670 -0.63780 2.11232
O -1.75629 -1.19229 2.58946
C -0.71350 0.20680 0.87830
C -1.07757 -0.58874 -0.39327
C -0.07316 -0.31971 -1.53330
C 1.27008 -1.04442 -1.44580
C 2.47581 -0.20093 -1.84880
H -0.18164 0.03477 2.90018
H 0.17049 -1.46806 1.94751
H -1.85540 -2.05550 2.18165
H 0.20665 0.79153 0.73803
H -1.36007 1.08294 0.94141
H -2.03283 -0.24585 -0.77766
H -1.09689 -1.66185 -0.19105
H 0.10429 0.76357 -1.49817
H -0.55700 -0.37457 -2.51410
H 1.31874 -1.37037 -0.40161
H 1.17830 -1.98526 -1.97406
H 2.22309 0.56214 -2.58586
H 2.79005 0.34524 -0.96478
H 3.23346 -0.83608 -2.29320
H -0.32672 2.81954 -0.99142
H 0.78037 2.72525 0.07931
O 0.11395 3.31185 -0.29526
*
```

Löwdin population analysis, charges in e, atoms 1 to 6: -0.253 -0.072 -0.203 -0.188 -0.233 -0.258

Q: Number 8 is which compound?
A: C6H16NS

Q: The highest energy relative to the best compared isomer or geometry (same formula, charge and spin) belongs to which entry?
A: C6H16NO4

Repeat the tenth record exactly.
Below is 2 unconnected molecules or ions with the total composition C6H16O2, with properties calculated with ωB97M-V with the def2-TZVPD basis set.

Output
Orbital gap in eV: 11.1
SMILES: CCCCCCO.O
Energy relative to the best compared isomer or geometry (same formula, charge and spin) in kcal per mole: 19.1

Geometry as ORCA input:
```
! wB97M-V def2-TZVPD RIJCOSX def2/J DEFGRID3
* xyz 0 1
C -0.51670 -0.63780 2.11232
O -1.75629 -1.19229 2.58946
C -0.71350 0.20680 0.87830
C -1.07757 -0.58874 -0.39327
C -0.07316 -0.31971 -1.53330
C 1.27008 -1.04442 -1.44580
C 2.47581 -0.20093 -1.84880
H -0.18164 0.03477 2.90018
H 0.17049 -1.46806 1.94751
H -1.85540 -2.05550 2.18165
H 0.20665 0.79153 0.73803
H -1.36007 1.08294 0.94141
H -2.03283 -0.24585 -0.77766
H -1.09689 -1.66185 -0.19105
H 0.10429 0.76357 -1.49817
H -0.55700 -0.37457 -2.51410
H 1.31874 -1.37037 -0.40161
H 1.17830 -1.98526 -1.97406
H 2.22309 0.56214 -2.58586
H 2.79005 0.34524 -0.96478
H 3.23346 -0.83608 -2.29320
H -0.32672 2.81954 -0.99142
H 0.78037 2.72525 0.07931
O 0.11395 3.31185 -0.29526
*
```

Löwdin population analysis, charges in e, atoms 1 to 6: -0.253 -0.072 -0.203 -0.188 -0.233 -0.258

Q: energy relative to the best compared isomer or geometry (same formula, charge and spin) of number 10 (C6H16O2)?
A: 19.1 kcal per mole